(1)
{
  "formula": "C14H10CaClF3N4O12S2",
  "method": "the ωB97M-V functional and the def2-TZVPD basis",
  "elements": ["Ca", "Cl", "S", "S", "F", "F", "F", "O", "O", "O", "O", "O", "O", "O", "O", "O", "O", "O", "O", "N", "N", "N", "N", "C", "C", "C", "C", "C", "C", "C", "C", "C", "C", "C", "C", "C", "C", "H", "H", "H", "H", "H", "H", "H", "H", "H", "H"],
  "xyz": [[-1.334, 0.615, -0.379], [-3.720, 0.293, -0.930], [-0.068, 2.085, 1.678], [-3.023, -2.667, 2.817], [0.327, 4.193, 3.486], [-1.557, 4.250, 2.440], [-1.258, 2.855, 4.053], [-1.411, 1.583, 1.418], [0.635, 0.502, 0.132], [-3.384, 1.663, -0.906], [-5.134, 0.159, -1.017], [-3.118, -0.334, -2.048], [0.700, 1.256, 2.581], [1.534, 2.188, -4.182], [0.555, 2.986, 0.765], [4.120, 1.619, -2.914], [-3.258, -0.336, 0.255], [-0.577, 1.542, -2.123], [3.570, 0.140, -0.428], [-0.561, -1.873, 1.102], [-2.320, -0.264, 3.606], [-0.344, -1.587, -1.469], [-0.753, -1.398, 2.357], [1.851, -2.511, -1.498], [-0.648, 3.410, 2.973], [-2.018, -1.367, 2.870], [0.638, -1.941, 0.647], [0.680, 1.454, -2.025], [1.893, -2.385, -2.876], [1.319, 0.899, -0.881], [2.744, 0.761, -1.107], [1.697, 1.780, -3.032], [0.791, -1.873, -3.542], [1.858, -1.765, 1.504], [-0.320, -1.517, -2.785], [3.015, 1.435, -2.411], [0.722, -2.063, -0.811], [-3.295, -0.192, 3.848], [2.695, -2.917, -0.966], [2.780, -2.675, -3.419], [-1.233, -1.153, -3.239], [2.773, -1.943, 0.955], [1.891, -0.736, 1.863], [1.790, -2.430, 2.366], [-0.143, -0.607, 2.611], [-1.894, 0.595, 3.274], [0.794, -1.733, -4.613]],
  "energy_ev": -105992.04604,
  "spin_multiplicity": 1,
  "gap_ev": 6.8754,
  "lumo_energy_ev": 4.592,
  "charge": -2,
  "homo_energy_ev": -2.283
}



(2)
{
  "formula": "C17H19ClN4O2",
  "method": "the ωB97M-V functional and the def2-TZVPD basis",
  "elements": ["Cl", "O", "O", "N", "N", "N", "N", "C", "C", "C", "C", "C", "C", "C", "C", "C", "C", "C", "C", "C", "C", "C", "C", "C", "H", "H", "H", "H", "H", "H", "H", "H", "H", "H", "H", "H", "H", "H", "H", "H", "H", "H", "H"],
  "xyz": [[-0.655, -3.562, -2.478], [2.774, 1.165, -1.945], [1.241, 1.485, 0.292], [-2.660, 3.922, 1.339], [-0.052, 0.900, 2.138], [-1.541, -1.539, 1.855], [0.183, 3.239, -0.557], [2.471, -1.154, -1.951], [-0.218, -0.900, -2.555], [-2.196, -0.256, 1.941], [-1.689, 3.419, 0.983], [-1.396, -2.344, 4.274], [0.569, 0.234, -2.439], [-1.877, -2.547, 2.832], [0.339, -2.152, -2.363], [0.149, 1.690, 1.060], [2.231, 2.450, -1.740], [0.644, -0.375, 2.189], [-1.383, 0.806, 2.708], [1.191, 2.454, -0.669], [-0.517, 2.800, 0.549], [1.690, -2.283, -2.073], [1.918, 0.116, -2.120], [-0.169, -1.435, 1.421], [-1.879, 1.775, 2.655], [-0.310, -2.302, 4.325], [3.086, 3.071, -1.448], [-1.810, -1.435, 4.702], [1.795, 2.870, -2.655], [-0.172, -1.149, 0.360], [-1.266, -0.805, -2.791], [1.635, -0.267, 1.750], [-1.476, -3.494, 2.458], [-2.968, -2.632, 2.836], [-1.728, -3.184, 4.881], [-1.264, 0.526, 3.757], [3.521, -1.229, -1.718], [-2.345, 0.115, 0.918], [0.114, 1.199, -2.597], [0.747, -0.644, 3.243], [0.312, -2.409, 1.507], [2.120, -3.262, -1.936], [-3.175, -0.380, 2.405]],
  "energy_ev": -40514.14795,
  "spin_multiplicity": 1,
  "gap_ev": 8.4546,
  "lumo_energy_ev": 0.648,
  "homo_energy_ev": -7.806,
  "smiles": "CCN1CCN(c2oc(COc3ccc(Cl)cc3)nc2C#N)CC1"
}



(3)
{
  "formula": "C2H11BN3O",
  "method": "the ωB97M-V functional and the def2-TZVPD basis",
  "elements": ["O", "N", "N", "N", "C", "C", "B", "H", "H", "H", "H", "H", "H", "H", "H", "H", "H", "H"],
  "xyz": [[1.849, 1.248, 0.635], [-0.506, 1.586, -0.369], [-2.629, -0.103, -0.262], [2.328, -1.164, 0.046], [1.013, -0.747, -0.317], [-2.567, -1.016, 0.592], [0.868, 0.671, -0.071], [2.576, -0.936, 1.058], [-0.450, 1.846, -1.356], [-3.460, -1.564, 0.882], [-0.477, 2.517, 0.093], [3.131, -0.697, -0.351], [0.645, -1.307, -1.271], [2.514, -2.154, -0.240], [-1.695, -1.288, 1.071], [-3.537, -0.080, -0.640], [-1.414, 1.013, -0.424], [1.810, 2.174, 0.923]],
  "energy_ev": -9435.85339,
  "spin_multiplicity": 3,
  "gap_ev": [4.2434, 9.1564],
  "lumo_energy_ev": [-2.773, -5.771],
  "charge": 1,
  "homo_energy_ev": [-7.016, -14.927],
  "s2": 2.00
}



(4)
{
  "formula": "C5H11N3O2",
  "method": "the ωB97M-V functional and the def2-TZVPD basis",
  "elements": ["O", "O", "N", "N", "N", "C", "C", "C", "C", "C", "H", "H", "H", "H", "H", "H", "H", "H", "H", "H", "H"],
  "xyz": [[-2.038, -1.402, -1.862], [-2.348, 0.013, 0.434], [3.357, 0.143, 3.001], [-1.096, -1.942, 0.267], [0.626, 0.290, 0.914], [-1.386, -0.542, -0.123], [1.982, 0.794, 0.854], [-0.431, 1.600, -0.979], [-0.082, 0.242, -0.360], [2.749, 0.416, 2.058], [-0.980, 2.224, -0.261], [2.500, 0.349, -0.010], [-0.177, -2.079, 0.680], [-1.822, -2.345, 0.851], [0.067, 0.808, 1.588], [0.549, -0.325, -1.064], [-1.064, 1.470, -1.868], [2.066, 1.891, 0.744], [-1.635, -2.393, -1.092], [0.481, 2.135, -1.275], [-1.318, -1.347, -2.498]],
  "energy_ev": -13926.35011,
  "spin_multiplicity": 1,
  "gap_ev": 10.2797,
  "lumo_energy_ev": 0.445,
  "homo_energy_ev": -9.835
}



(5)
{
  "formula": "C5H15NO",
  "method": "the ωB97M-V functional and the def2-TZVPD basis",
  "elements": ["O", "N", "C", "C", "C", "C", "C", "H", "H", "H", "H", "H", "H", "H", "H", "H", "H", "H", "H", "H", "H", "H"],
  "xyz": [[-2.426, 0.935, 1.915], [0.360, -0.502, 1.017], [0.348, -0.281, -0.383], [-0.534, 1.515, -1.946], [1.642, -0.566, -1.236], [0.326, -1.833, 1.696], [-0.254, 1.241, -0.499], [0.427, 1.669, -2.526], [-1.488, 0.753, 1.988], [-2.853, 0.111, 2.354], [0.575, 1.796, 0.020], [-1.140, 0.711, -2.494], [-0.036, -1.693, 2.739], [2.313, 0.197, -0.911], [1.498, -0.525, -2.393], [0.997, -0.038, 1.528], [1.260, -2.454, 1.695], [-0.376, -0.989, -0.693], [-1.122, 1.451, 0.101], [-0.590, -2.323, 1.188], [-1.097, 2.358, -2.195], [2.168, -1.533, -0.966]],
  "energy_ev": -8955.75274,
  "spin_multiplicity": 2,
  "gap_ev": [12.0268, 6.8739],
  "lumo_energy_ev": [-3.118, -8.232],
  "charge": 1,
  "homo_energy_ev": [-15.145, -15.106],
  "s2": 0.75
}



(6)
{
  "formula": "CH5BS",
  "method": "the ωB97M-V functional and the def2-TZVPD basis",
  "elements": ["S", "C", "B", "H", "H", "H", "H", "H"],
  "xyz": [[-1.586, 0.144, 0.065], [0.442, 0.758, 0.115], [0.305, -0.779, 0.190], [0.504, 1.476, -0.717], [0.238, -1.314, -0.877], [0.765, 1.067, 1.121], [-1.301, -0.155, -1.128], [0.633, -1.197, 1.232]],
  "energy_ev": -12627.93741,
  "spin_multiplicity": 1,
  "gap_ev": 10.5344,
  "lumo_energy_ev": 0.248,
  "homo_energy_ev": -10.286
}